No. 1
This record from the OMol25 dataset describes 9 unconnected molecules or ions with the total composition C49H49N5O8. The level of theory is ωB97M-V/def2-TZVPD.

```
! wB97M-V def2-TZVPD RIJCOSX def2/J DEFGRID3
* xyz 0 1
N 5.27352 1.36082 -0.67814
C 5.90552 1.70282 0.40386
C 7.16252 1.47682 0.89086
C 7.93152 0.75682 -0.04814
C 7.40452 0.36482 -1.22314
C 6.08952 0.71882 -1.53214
H 5.22252 2.03682 1.18086
H 7.65652 1.72282 1.80686
H 8.97552 0.29482 0.31486
H 7.82552 -0.40918 -1.67714
H 5.49952 0.34582 -2.43914
N 1.40552 2.41782 -5.07914
C 1.37752 1.45582 -4.02214
C 0.93652 0.17482 -4.24314
C 0.60852 -0.29318 -5.52414
C 0.74352 0.74282 -6.53614
C 1.25352 2.04782 -6.28714
H 1.59552 1.97582 -3.10314
H 0.98152 -0.64418 -3.46614
H 0.36452 -1.26818 -5.57414
H 0.53352 0.30582 -7.64514
H 1.31152 2.81482 -7.02914
N -5.97948 3.05482 -0.86814
C -5.38648 2.07882 -1.65414
C -4.88048 0.87082 -1.13214
C -5.04048 0.57782 0.23286
C -5.69248 1.54282 1.09186
C -6.10748 2.74482 0.42286
H -5.38648 2.20782 -2.67014
H -4.64848 0.07782 -1.81914
H -4.76948 -0.37418 0.38686
H -6.04748 1.50682 2.07586
H -6.75248 3.39382 1.12286
N -3.47148 -3.91818 -0.24414
C -4.67848 -3.50718 0.11786
C -5.03348 -3.07418 1.31586
C -4.06748 -3.18018 2.46486
C -2.77448 -3.45418 2.04486
C -2.52348 -3.80718 0.72086
H -5.62948 -3.72518 -0.56214
H -6.19148 -2.80718 1.49586
H -4.37548 -2.91718 3.32286
H -1.98948 -3.43018 2.98486
H -1.46248 -4.02918 0.40786
N -3.73448 1.15182 4.21186
C -2.59048 0.87182 3.58286
C -1.55448 -0.00718 4.16286
C -1.91048 -0.63018 5.36786
C -3.14548 -0.34218 6.01686
C -3.98948 0.46882 5.27186
H -2.13948 1.15382 2.54386
H -0.65248 -0.20118 3.64686
H -1.09448 -1.08618 5.98086
H -3.46748 -0.75718 6.87386
H -4.89948 0.65582 5.70486
C -4.10248 -1.84918 -4.81414
C -5.33348 -1.88918 -5.66614
C -6.16448 -2.96818 -5.46914
C -5.77448 -4.06218 -4.59714
C -4.56848 -4.08018 -3.96114
C -3.71848 -2.92518 -4.04214
O -2.48448 -3.04418 -3.40114
O -7.27148 -3.02418 -6.27614
H -3.42948 -0.95318 -5.20014
H -5.54148 -1.14018 -6.36314
H -6.30548 -4.96218 -4.36214
H -4.34448 -4.68018 -3.18914
H -2.08348 -3.93118 -3.30914
H -7.74748 -3.79018 -6.17514
C 5.54752 -0.88818 3.39386
C 7.02052 -1.00018 3.91086
C 7.28052 -1.57518 5.16886
C 6.23152 -2.09718 5.97786
C 4.94652 -2.04818 5.51486
C 4.57352 -1.39318 4.35786
O 3.23652 -1.12618 4.00986
O 8.59152 -1.59518 5.62686
H 5.49852 -0.47118 2.47486
H 7.71452 -0.80818 3.42286
H 6.39252 -2.36018 6.95386
H 4.20652 -2.42918 6.28586
H 2.99552 -0.45318 3.19586
H 8.40152 -1.64718 6.53886
C 0.66152 5.50582 0.37986
C 1.21852 5.96782 -1.02114
C 2.23652 5.16182 -1.53214
C 2.87152 4.16082 -0.83814
C 2.34952 3.84582 0.38986
C 1.29252 4.39282 0.92786
O 0.90652 4.10182 2.26986
O 2.85452 5.61482 -2.68214
H -0.14148 5.99882 0.82786
H 0.98352 6.76782 -1.65214
H 3.84352 3.63182 -1.30814
H 3.09452 3.16482 1.00486
H 0.27752 4.49082 2.78686
H 2.44452 5.75282 -3.43814
C 0.74752 0.78482 0.95786
C -0.57148 0.45182 0.25286
C -0.84748 -0.74718 -0.45714
C 0.28852 -1.46818 -0.79314
C 1.58052 -1.20818 -0.27814
C 1.81552 -0.14918 0.78186
O 2.98052 0.07882 1.32586
O -2.13748 -1.02518 -0.78914
H 0.84852 1.79882 1.64286
H -1.50048 1.05482 0.41386
H 0.36152 -2.32418 -1.28314
H 2.51552 -1.90818 -0.65714
H 3.63552 -0.05918 0.74686
H -2.36948 -1.85818 -1.10014
*
```

Values from the calculation:
Frontier orbital gap   0.3075 Ha
LUMO   0.3342 eV

***

No. 2
This record from the OMol25 dataset describes 7 unconnected molecules or ions with the total composition C66H50Cl2N2O8. The level of theory is ωB97M-V/def2-TZVPD.

```
! wB97M-V def2-TZVPD RIJCOSX def2/J DEFGRID3
* xyz 0 1
Cl -1.56373 -2.03751 -1.42025
C -0.15543 -1.15245 -0.74211
C 1.07949 -1.98936 -0.20729
Cl 2.45110 -1.00671 0.04641
H -0.39745 -0.66495 0.20228
H 0.17603 -0.42178 -1.47991
H 1.45483 -2.68604 -0.95687
H 0.77153 -2.47905 0.71654
C -3.42496 -5.64561 -4.14473
C -2.19443 -6.22572 -3.32632
C -0.99775 -6.56254 -4.17600
C -0.23241 -5.38371 -4.61782
N 0.40885 -4.47548 -5.01128
H -3.08833 -4.94027 -4.90452
H -4.28217 -5.41773 -3.51121
H -3.79422 -6.39805 -4.84156
H -2.45376 -7.19992 -2.91186
H -1.94750 -5.62169 -2.45323
H -1.28216 -6.96042 -5.15011
H -0.23069 -7.13206 -3.65124
C -7.45015 -2.88155 -0.37758
C -8.61123 -2.17935 0.37992
C -8.87413 -2.80795 1.87997
C -9.02793 -4.25147 1.75035
N -9.18806 -5.41606 1.71824
H -7.68479 -3.00503 -1.43483
H -7.17581 -3.81083 0.12171
H -6.61714 -2.19398 -0.23108
H -9.49964 -2.32200 -0.23529
H -8.50612 -1.09777 0.46501
H -9.73004 -2.25519 2.26726
H -8.03177 -2.49118 2.49492
C -0.72947 -1.38817 4.94651
C -0.04493 -0.66969 5.97440
C -0.24048 0.72792 6.14046
C -0.92373 1.43750 5.17749
C -1.55393 0.77715 4.12296
C -1.47456 -0.62397 4.02100
C -2.31384 1.61915 3.08564
O -3.04347 1.11066 2.25190
C -2.03843 3.06408 3.08959
C -2.54422 3.83508 1.97616
C -2.59178 5.23681 2.09198
C -1.97092 5.84617 3.20101
C -1.29099 5.05953 4.10665
C -1.38301 3.70655 4.16095
C -0.92043 2.90593 5.35260
O -0.51615 3.49732 6.33999
H -0.59524 -2.44183 4.75112
H 0.52869 -1.25443 6.67828
H 0.33745 1.14990 6.94938
H -1.99562 -1.05339 3.17811
H -2.96702 3.37004 1.09788
H -3.06908 5.88807 1.37475
H -1.94508 6.91922 3.08148
H -0.80017 5.61033 4.89540
C 3.72494 5.20601 9.50578
C 3.71646 6.58936 9.30998
C 4.10578 7.13028 8.05048
C 4.27623 6.26445 6.92127
C 4.23517 4.86799 7.09039
C 3.88776 4.42147 8.38074
C 4.29291 3.99852 5.88931
O 4.24139 2.76503 5.97920
C 4.28517 4.69773 4.50472
C 4.20118 3.89123 3.37230
C 4.33988 4.43484 2.12753
C 4.42096 5.80556 1.95473
C 4.47964 6.65708 3.04838
C 4.37446 6.09964 4.35612
C 4.43950 6.91680 5.52455
O 4.41758 8.13703 5.34430
H 3.50336 4.82290 10.49093
H 3.65428 7.13916 10.23748
H 4.13994 8.20162 7.91827
H 3.76757 3.35592 8.50938
H 4.21780 2.81139 3.38044
H 4.25350 3.76887 1.28170
H 4.57884 6.20470 0.96368
H 4.46338 7.73274 2.95304
C -0.13565 -10.06799 2.38848
C 0.55607 -11.16226 2.88080
C 1.97753 -11.23492 2.64859
C 2.62274 -10.16678 1.94027
C 1.82472 -9.00934 1.50524
C 0.49569 -8.98837 1.79513
C 2.49918 -7.91208 0.85011
O 1.80367 -7.01195 0.36899
C 4.00165 -7.86587 0.99144
C 4.64750 -6.63885 0.68568
C 6.00998 -6.53455 0.75921
C 6.81937 -7.61517 1.09550
C 6.20125 -8.85495 1.42540
C 4.79213 -9.00718 1.36564
C 4.14886 -10.26214 1.67624
O 4.67570 -11.31999 1.89579
H -1.19299 -9.94705 2.57238
H -0.02312 -11.86476 3.46170
H 2.61791 -12.04356 2.96866
H -0.05211 -8.15548 1.37968
H 4.10765 -5.77497 0.32696
H 6.58785 -5.70464 0.38012
H 7.89167 -7.57296 1.21722
H 6.78226 -9.76476 1.45860
C -1.67049 8.98312 -11.92510
C -0.32533 8.68422 -12.16496
C 0.25946 7.58765 -11.55769
C -0.46192 6.79104 -10.72923
C -1.84869 7.05834 -10.44990
C -2.49989 8.11904 -11.17553
C -2.63613 6.15101 -9.50479
O -3.84874 6.16531 -9.46705
C -1.72481 5.37035 -8.57858
C -2.32705 4.83290 -7.41178
C -1.62137 3.89358 -6.59776
C -0.28795 3.62284 -6.87297
C 0.27705 4.12394 -8.03847
C -0.38444 4.99997 -8.91252
C 0.29917 5.74016 -10.01275
O 1.46555 5.48035 -10.29601
H -2.10140 9.79897 -12.48644
H 0.17549 9.29196 -12.90403
H 1.30013 7.34827 -11.71924
H -3.57141 8.24995 -11.20889
H -3.37812 4.90712 -7.17486
H -2.02011 3.39248 -5.72810
H 0.19577 2.97881 -6.15350
H 1.24442 3.77236 -8.36556
*
```

Values from the calculation:
Frontier orbital gap   0.3078 Ha
LUMO   -1.2683 eV

***

No. 3
This record from the OMol25 dataset describes 12 unconnected molecules or ions with the total composition C5H33NO13. The level of theory is ωB97M-V/def2-TZVPD.

```
! wB97M-V def2-TZVPD RIJCOSX def2/J DEFGRID3
* xyz -2 1
C -0.18082 -2.91480 -0.11026
O 0.91224 -2.96035 -1.05475
C -0.41668 -1.45882 0.26259
C 0.83219 -0.93952 1.00815
C 0.67816 0.51282 1.58103
C 0.49441 0.34408 3.08036
O -0.41162 1.20452 3.79086
N -1.02933 -0.73974 -0.88645
H -0.95616 -3.45288 -0.67807
H 0.18366 -3.51215 0.73093
H -1.22300 -1.37862 1.01716
H 0.97806 -1.67828 1.82237
H 1.73596 -1.25684 0.50287
H 1.62628 0.99332 1.34261
H -0.25194 0.81475 1.09077
H 1.44297 0.43613 3.63701
H 0.03022 -0.64274 3.27065
H -0.27149 -0.25591 -1.37224
H -1.69154 -0.03138 -0.59034
H -2.57934 -1.52218 -3.01553
H -1.22590 -1.85168 -3.59601
O -2.16549 -2.03949 -3.70629
H -3.00803 0.47831 -2.35464
H -1.18121 1.29788 3.18074
O -3.63823 1.16637 -2.53973
H 4.24177 1.30056 -0.16873
H 3.21941 2.42522 -0.32936
O 3.90547 2.09159 0.25922
H 1.47059 2.03235 -2.34228
H 1.88720 0.61550 -2.30633
O 2.09210 1.48051 -1.85597
H 3.10925 2.45175 1.54338
H 1.85851 3.17612 2.21173
O 2.80091 3.21245 2.04136
H -3.79012 1.70400 -1.72689
H -4.04396 1.07694 0.38685
O -3.47337 1.74679 -0.01283
H 2.82901 -3.27819 -1.35749
H 3.13544 -1.91239 -0.94454
O 3.54206 -2.78971 -0.90945
H -2.96404 1.91534 0.93543
H -2.87653 2.97336 2.60648
O -2.64009 2.10482 2.29170
H -2.31446 -0.01390 4.42404
H -2.99616 0.81722 3.35470
O -3.19007 0.33331 4.21979
H 0.88030 -0.28062 -3.52696
H -0.66936 0.19234 -3.90462
O 0.23048 0.53052 -3.88317
H 2.46352 -1.33515 -3.13003
H 0.93389 -2.14210 -1.62613
O 1.67492 -1.04142 -2.66368
*
```

Values from the calculation:
Frontier orbital gap   0.3195 Ha
LUMO   5.0146 eV

***

No. 4
This record from the OMol25 dataset describes 2 unconnected molecules or ions with the total composition CH2Cl2NO2P. The level of theory is ωB97M-V/def2-TZVPD.

```
! wB97M-V def2-TZVPD RIJCOSX def2/J DEFGRID3
* xyz 0 1
C 0.65341 1.54680 -1.24153
N -0.71927 -1.52305 1.39911
O 0.76609 -0.48118 -0.44720
O 1.76206 1.87142 -1.03545
P 0.63674 -0.54872 1.03058
Cl -0.78179 1.87524 -0.20069
Cl 0.06746 0.85788 -2.72756
H -1.49922 -2.03615 0.91335
H -0.88548 -1.56224 2.30940
*
```

Values from the calculation:
Frontier orbital gap   0.3716 Ha
LUMO   -0.3507 eV

***

No. 5
This record from the OMol25 dataset describes 2 unconnected molecules or ions with the total composition C5H8O. The level of theory is ωB97M-V/def2-TZVPD.

```
! wB97M-V def2-TZVPD RIJCOSX def2/J DEFGRID3
* xyz 0 1
O -2.08972 0.64238 0.42896
C -1.14162 1.10086 1.02838
C 0.28967 0.76628 0.83011
C 0.86205 0.17305 -0.41787
C 0.54016 -1.27202 -0.47152
C -0.19447 -0.42923 -1.44717
H -1.30443 1.75436 1.90961
H 0.91331 1.60869 1.21152
H 0.09251 -0.48939 1.51943
H 1.87715 0.49866 -0.65191
H 1.28729 -1.92874 -0.92930
H 0.08951 -1.48758 0.65040
H -0.07067 -0.59341 -2.52967
H -1.16035 -0.02887 -1.17873
*
```

Values from the calculation:
Frontier orbital gap   0.3671 Ha
LUMO   0.6056 eV

***

No. 6
This record from the OMol25 dataset describes a molecular structure, C34H38FeN9O2S. The level of theory is ωB97M-V/def2-TZVPD.

```
! wB97M-V def2-TZVPD RIJCOSX def2/J DEFGRID3
* xyz 1 5
Fe -0.72540 2.02208 0.99017
C -2.70801 4.15919 0.25800
C -3.61444 2.90741 0.02658
N -3.00301 1.63257 0.40934
C -3.61524 0.92315 1.57849
C -2.53041 0.48351 2.57509
C -2.65890 -0.64351 3.39453
C -1.75950 -0.78421 4.43967
C -0.78059 0.16746 4.69549
C -0.64843 1.24087 3.79689
C 0.40052 2.33418 3.84357
N 0.53064 3.08952 2.60802
C 0.25125 4.50370 2.64815
C -0.75023 4.96713 1.57853
N -1.80618 3.96745 1.38221
N -1.49451 1.30000 2.74178
H -3.39521 4.99993 0.46141
H -2.16202 4.41613 -0.65925
H -3.93219 2.87240 -1.02709
H -4.48743 3.03702 0.68814
H -2.92385 1.00341 -0.40986
H -4.20454 0.04430 1.30008
H -4.24147 1.63989 2.14798
H -3.49327 -1.35059 3.28932
H -1.89237 -1.66575 5.08912
H -0.14669 0.10499 5.57655
H 1.38063 1.89390 4.11228
H 0.12590 3.00957 4.66410
H 1.43705 2.92034 2.17890
H 1.15826 5.11054 2.53313
H -0.16944 4.75474 3.64158
H -0.22703 5.14130 0.62719
H -1.17864 5.94855 1.87644
H -2.33612 3.83526 2.26698
C 0.44508 -4.99878 -3.95499
O 1.11172 -3.73136 -3.89234
C 2.30506 -3.65139 -3.22833
C 3.26080 -2.65455 -3.54920
C 4.28542 -2.40836 -2.66025
C 4.32871 -3.08299 -1.42232
C 3.57819 -4.28215 -1.32350
C 2.55360 -4.51973 -2.14705
N 4.77891 -2.57408 -0.25685
N 5.18548 -1.30793 -0.21187
C 4.47439 -0.39576 0.45804
C 5.01084 0.92658 0.48128
C 4.21206 1.98571 0.28604
C 2.78331 1.84863 0.23881
O 2.01809 2.81367 -0.02293
C 2.22243 0.54615 0.68857
N 0.85494 0.42440 0.77237
C 0.40968 -0.84816 0.95838
C 1.19741 -1.91980 1.34741
C 2.59089 -1.78828 1.32635
C 3.10602 -0.57931 0.86286
H -0.30401 -4.90423 -4.74299
H -0.11610 -5.26962 -3.03881
H 1.14582 -5.82401 -4.22502
H 3.17493 -2.08915 -4.45505
H 4.98592 -1.63846 -2.88421
H 3.76555 -4.92360 -0.44784
H 1.86267 -5.34092 -1.89033
H 6.09251 0.99692 0.48663
H 4.63929 2.98114 0.06934
H -0.65912 -0.95776 0.79790
H 0.69695 -2.82335 1.68426
H 3.30830 -2.56924 1.60418
N 1.29136 0.59037 -3.00489
C 0.02612 0.40305 -2.53911
S -0.85825 1.70044 -1.83380
N -0.53009 -0.81739 -2.73256
C -1.86982 -1.23256 -2.48558
C -2.11835 -2.47492 -1.86949
C -3.40090 -2.85720 -1.52772
C -4.49477 -2.08165 -1.90351
C -4.27627 -0.89553 -2.60276
C -2.96854 -0.45716 -2.86916
H 1.71736 1.48196 -2.83137
H 1.95404 -0.15518 -3.13575
H 0.05607 -1.51588 -3.19569
H -1.27359 -3.13192 -1.68634
H -3.52958 -3.76401 -0.89853
H -5.50499 -2.40421 -1.69279
H -5.14212 -0.30653 -2.88225
H -2.78255 0.49168 -3.34073
*
```

Values from the calculation:
Frontier orbital gap (spin up / spin down)   0.1807 / 0.2673 Ha
LUMO (spin up / spin down)   -2.7844 / -2.5510 eV

***

No. 7
This record from the OMol25 dataset describes a single C5H10O molecule. The level of theory is ωB97M-V/def2-TZVPD.

```
! wB97M-V def2-TZVPD RIJCOSX def2/J DEFGRID3
* xyz 0 1
C 2.02411 -0.34477 -0.49954
C 0.78218 -0.63416 0.34235
C -0.51909 -0.05056 -0.24129
C -1.77976 -0.50759 0.47472
C -0.30093 1.40178 -0.34928
O -1.35390 2.17036 -0.12041
H 2.15900 0.73013 -0.64326
H 2.92426 -0.74917 -0.02525
H 1.93314 -0.80194 -1.49171
H 0.64778 -1.71520 0.45369
H 0.92018 -0.23078 1.35558
H -0.55585 -0.33742 -1.30923
H -1.71499 -0.27747 1.54444
H -2.66393 -0.00232 0.07380
H -1.90582 -1.58759 0.35963
H -0.71906 2.89008 -0.31228
*
```

Values from the calculation:
Frontier orbital gap   0.3377 Ha
LUMO   0.8869 eV

***

no.,molecular weight (g/mol)
1,835.96
2,1070.04
3,315.31
4,161.91
5,84.12
6,692.65
7,86.13